Record 1
Below is C32H58BCaIN7OP2S3 as an isolated structure in a non-equilibrium geometry, with properties calculated with the ωB97M-V functional and the def2-TZVPD basis.

Geometry as XYZ:
```
106
Properties=species:S:1:pos:R:3:lowdin_charge:R:1
Ca 6.752 -15.709 16.788 1.028
C 7.828 -7.148 13.552 -0.124
C 8.632 -7.622 14.789 -0.665
C 8.621 -6.564 15.919 -0.123
C 10.094 -7.958 14.365 -0.097
P 7.650 -9.266 15.450 1.135
C 8.259 -10.526 14.259 -0.327
N 7.134 -11.389 13.922 -0.026
B 5.994 -11.698 14.770 -0.253
N 5.143 -12.595 14.012 -0.009
C 3.834 -13.250 14.260 -0.289
P 3.171 -12.973 16.054 1.129
C 1.782 -14.258 16.208 -0.711
C 1.310 -14.848 14.858 -0.116
C 0.522 -13.696 16.944 -0.097
C 2.368 -15.398 17.055 -0.160
C 2.167 -11.291 15.760 -0.672
C 1.412 -10.790 17.052 -0.103
C 1.271 -11.307 14.512 -0.096
C 3.328 -10.346 15.529 -0.165
C 5.720 -12.766 12.710 -0.152
C 5.287 -13.505 11.623 -0.018
C 5.996 -13.279 10.424 -0.128
C 7.080 -12.452 10.324 -0.114
C 7.567 -11.725 11.447 -0.011
C 6.882 -11.919 12.634 -0.160
C 8.287 -9.919 17.119 -0.703
C 9.855 -10.094 17.084 -0.098
C 7.806 -9.043 18.292 -0.094
C 7.699 -11.315 17.230 -0.149
H 8.310 -6.247 13.154 0.079
H 6.804 -6.929 13.845 0.067
H 7.872 -7.872 12.728 0.070
H 9.083 -5.681 15.414 0.074
H 9.332 -6.819 16.781 0.088
H 7.588 -6.242 16.175 0.082
H 10.172 -7.861 13.301 0.058
H 10.517 -8.905 14.735 0.058
H 10.672 -7.123 14.826 0.079
H 9.084 -11.189 14.638 0.101
H 8.674 -9.993 13.412 0.063
H 3.948 -14.335 14.129 0.073
H 3.070 -12.889 13.564 0.073
H 0.774 -14.126 14.205 0.063
H 0.564 -15.640 15.109 0.085
H 2.181 -15.360 14.299 0.088
H -0.163 -13.146 16.313 0.064
H 0.848 -13.051 17.782 0.065
H 0.043 -14.561 17.425 0.078
H 3.024 -16.043 16.463 0.035
H 1.552 -16.104 17.345 0.081
H 2.983 -15.086 17.979 0.043
H 0.321 -11.062 17.095 0.075
H 1.542 -9.685 17.134 0.074
H 1.923 -11.277 17.911 0.075
H 0.643 -12.209 14.444 0.047
H 1.962 -11.260 13.648 0.069
H 0.655 -10.381 14.551 0.091
H 4.131 -10.590 16.264 0.062
H 2.984 -9.306 15.725 0.087
H 3.721 -10.424 14.517 0.064
H 4.443 -14.171 11.649 0.099
H 5.701 -13.825 9.528 0.096
H 7.555 -12.341 9.348 0.095
H 8.340 -10.976 11.434 0.092
H 10.378 -9.120 17.235 0.071
H 10.293 -10.574 16.191 0.058
H 10.100 -10.718 17.979 0.092
H 8.512 -8.204 18.439 0.061
H 7.853 -9.734 19.180 0.099
H 6.804 -8.637 18.150 0.070
H 8.289 -11.972 16.532 0.092
H 6.655 -11.391 16.966 0.019
H 7.787 -11.711 18.237 0.085
S 5.857 -14.224 21.370 0.324
C 6.336 -14.621 19.805 -1.898
S 5.393 -14.030 18.470 0.232
S 7.623 -15.717 19.416 0.221
C 8.525 -21.177 15.616 -0.074
C 7.374 -21.377 14.623 -0.441
C 7.746 -20.924 13.225 -0.079
C 5.986 -20.976 15.104 -0.129
N 5.779 -19.589 15.387 -0.069
C 6.354 -18.722 16.263 -0.071
N 5.690 -17.552 16.266 -0.114
N 4.733 -17.727 15.300 -0.014
N 4.724 -18.897 14.869 0.057
H 9.340 -21.869 15.337 0.091
H 8.244 -21.299 16.650 0.068
H 8.931 -20.153 15.485 0.078
H 7.309 -22.488 14.492 0.138
H 8.199 -19.929 13.248 0.054
H 6.842 -20.914 12.543 0.096
H 8.493 -21.629 12.795 0.091
H 5.824 -21.502 16.074 0.140
H 5.217 -21.270 14.353 0.139
H 7.242 -19.044 16.774 0.135
N 10.670 -15.811 16.313 0.133
C 9.720 -15.669 15.369 -0.711
O 8.467 -15.968 15.600 -0.352
C 10.197 -15.397 14.012 -0.519
I 10.939 -17.473 13.360 0.335
H 10.455 -15.988 17.271 0.091
H 11.635 -15.858 16.007 0.087
H 11.105 -14.762 13.877 0.041
H 9.421 -15.064 13.299 0.046
```

Summary:
- Energy: -124903.4778 eV
- Total charge: -1
- ΔE to the lowest compared entry with this formula, charge and spin: 0.0 kJ/mol
- Gap between HOMO and LUMO (spin up / spin down): 5.6 / 4.7 eV
- Largest force on an atom: 0.0824 Eh/bohr

Record 2
Below is C32H58CoN3O2P2 as an isolated structure in a non-equilibrium geometry, with properties calculated with the ωB97M-V functional and the def2-TZVPD basis.

Geometry as XYZ:
```
98
Properties=species:S:1:pos:R:3:lowdin_charge:R:1
C -2.635 1.053 -1.769 -0.301
C -2.861 -1.187 -1.008 -0.293
C -3.789 0.938 -2.542 -0.009
C -4.114 -1.274 -1.668 0.001
C -4.559 -0.223 -2.444 -0.040
H -4.070 1.777 -3.176 0.123
H -4.654 -2.219 -1.585 0.123
H -5.503 -0.292 -2.984 0.119
N -2.223 0.036 -0.999 0.032
P -0.894 2.450 -0.128 1.128
P -0.541 -2.278 0.193 1.129
C -1.775 2.312 -1.754 -0.228
H -1.036 2.261 -2.569 0.084
H -2.398 3.188 -1.965 0.078
C -2.194 -2.290 -0.435 -0.168
H -2.767 -3.220 -0.406 0.088
C 0.236 -3.386 -1.202 -0.635
C -0.558 -3.371 1.796 -0.639
C 0.709 3.434 -0.374 -0.653
C -2.170 3.405 0.886 -0.655
C 1.751 -3.205 -1.114 -0.093
H 2.168 -3.548 -0.159 0.072
H 2.228 -3.784 -1.921 0.098
H 2.016 -2.150 -1.241 0.035
C -0.135 -4.869 -1.094 -0.092
H 0.252 -5.357 -0.195 0.063
H -1.219 -5.020 -1.163 0.083
H 0.317 -5.385 -1.956 0.095
C -0.285 -2.915 -2.563 -0.095
H 0.193 -3.514 -3.353 0.094
H -1.369 -3.044 -2.648 0.083
H -0.050 -1.863 -2.746 0.044
C 0.857 -3.917 2.057 -0.088
H 1.583 -3.093 2.095 0.071
H 0.862 -4.414 3.040 0.096
H 1.185 -4.658 1.320 0.059
C -0.930 -2.508 3.004 -0.113
H -0.188 -1.721 3.176 0.048
H -1.927 -2.064 2.906 0.080
H -0.947 -3.151 3.899 0.098
C -1.600 -4.491 1.723 -0.095
H -1.432 -5.205 0.916 0.054
H -1.555 -5.055 2.667 0.096
H -2.610 -4.077 1.621 0.078
C -1.613 3.619 2.304 -0.078
H -2.326 4.254 2.851 0.099
H -1.524 2.670 2.845 0.059
H -0.638 4.121 2.315 0.061
C -3.456 2.566 0.992 -0.075
H -3.930 2.409 0.015 0.079
H -3.270 1.596 1.466 0.064
H -4.163 3.116 1.631 0.099
C -2.535 4.759 0.249 -0.085
H -3.489 5.088 0.687 0.092
H -1.796 5.536 0.469 0.065
H -2.678 4.703 -0.836 0.069
C 1.093 3.355 -1.851 -0.116
H 0.386 3.892 -2.497 0.093
H 2.085 3.807 -1.986 0.099
H 1.152 2.313 -2.177 0.022
C 1.789 2.742 0.476 -0.096
H 1.953 1.705 0.157 0.048
H 2.734 3.293 0.359 0.092
H 1.531 2.731 1.544 0.078
C 0.622 4.915 0.018 -0.091
H -0.085 5.466 -0.615 0.079
H 0.375 5.071 1.075 0.066
H 1.616 5.359 -0.149 0.094
Co -0.596 0.158 0.041 0.038
C -1.096 0.293 1.687 -0.251
O -1.550 0.380 2.766 0.051
N 0.745 0.086 -1.222 0.133
C 1.294 -0.191 -2.220 -0.060
C 2.389 -0.212 -3.280 -0.559
C 2.063 -1.261 -4.341 -0.047
C 2.475 1.151 -3.962 -0.048
C 3.721 -0.535 -2.603 -0.026
H 2.044 -2.267 -3.902 0.071
H 1.087 -1.043 -4.795 0.100
H 2.824 -1.248 -5.132 0.102
H 2.835 1.920 -3.271 0.076
H 3.182 1.106 -4.799 0.103
H 1.497 1.448 -4.360 0.100
H 4.521 -0.566 -3.355 0.105
H 3.975 0.229 -1.856 0.099
H 3.690 -1.511 -2.106 0.075
C 1.261 0.668 4.728 -0.030
N 2.497 0.039 4.279 -0.186
C 3.568 -0.159 5.243 -0.049
C 2.632 -0.389 3.009 -0.305
O 1.722 -0.354 2.159 -0.056
H 1.475 1.181 5.668 0.088
H 0.473 -0.079 4.910 0.094
H 0.901 1.391 3.985 0.081
H 3.918 -1.200 5.203 0.092
H 4.426 0.496 5.030 0.095
H 3.178 0.061 6.241 0.089
H 3.643 -0.783 2.779 0.147
```

Summary:
- Energy: -98889.4185 eV
- Total charge: +1
- ΔE to the lowest compared entry with this formula, charge and spin: 62.2 kJ/mol
- Gap between HOMO and LUMO (spin up / spin down): 6.9 / 6.6 eV
- 2S+1: 4
- Largest force on an atom: 0.1058 Eh/bohr

> What is the energy in the first record?

-124903.4778 eV

> The highest total charge belongs to which entry?

C32H58CoN3O2P2

> Among the records above, which one has the highest total charge?

C32H58CoN3O2P2